[1]
ORCA calculation (ωB97M-V/def2-TZVPD) on a molecular structure, C21H33F3KN6O4S4.

Results
Net charge: -1
Orbital gap (eV): 6.7
LUMO (eV): 1.845
HOMO energy (eV): -4.89
Energy relative to the best compared isomer or geometry (same formula, charge and spin) (kcal/mol): 10.3

Each line ends with the Mulliken charge.
Cartesian coordinates (Å):
K  0.51600  -0.71671  -0.41234  1.14
C  3.62717  -0.34271  2.39133  -0.92
C  2.84745  0.61597  3.28927  -0.53
S  1.07967  0.23261  3.28317  0.11
C  0.40209  1.79386  3.88410  -0.94
C  0.74997  3.05548  3.08429  -1.21
S  0.93071  2.65897  1.33127  0.49
C  1.31048  4.29857  0.66315  -0.87
C  2.55744  4.22213  -0.22043  -0.85
S  2.44542  2.85679  -1.39543  0.11
C  3.99602  1.98602  -1.06173  -0.89
C  4.21160  1.40466  0.33093  -0.43
S  3.38472  -0.17896  0.61091  0.13
H  3.34972  -1.37549  2.61920  0.42
H  4.69258  -0.25606  2.62063  0.48
H  2.99252  1.64109  2.94564  0.12
H  3.25107  0.54317  4.30264  0.40
H  0.67346  1.96047  4.92924  0.44
H  -0.67775  1.63447  3.86778  0.35
H  1.68256  3.48688  3.45891  0.56
H  -0.03653  3.79378  3.25552  0.51
H  1.47268  4.99829  1.48686  0.44
H  0.46328  4.67505  0.08668  0.27
H  3.43583  4.08821  0.41593  0.27
H  2.68397  5.17579  -0.74173  0.50
H  4.81385  2.68927  -1.24335  0.52
H  4.03920  1.22000  -1.83711  0.36
H  3.87519  2.11757  1.08609  -0.02
H  5.28536  1.24953  0.46661  0.50
C  0.05797  -3.31163  -3.92100  -1.10
C  -0.02226  -3.84116  -2.53302  0.03
N  -0.03715  -3.11176  -1.44079  0.11
C  -0.10822  -3.99268  -0.38542  0.36
C  -0.14185  -5.28009  -0.86494  -0.17
N  -0.08874  -5.15736  -2.23482  0.01
C  -0.19287  -6.64984  -0.30371  0.50
O  -0.25293  -6.75775  1.00160  -0.60
O  -0.30347  -7.60277  -1.05612  -0.69
C  -0.13360  -3.53433  1.06073  0.39
O  -0.13446  -4.45200  1.92837  -0.90
O  -0.15169  -2.30821  1.26369  -0.44
H  0.36389  -2.26797  -3.89051  0.06
H  -0.90773  -3.38809  -4.42718  0.28
H  0.78993  -3.87103  -4.50745  0.41
H  -0.08797  -5.94877  -2.85562  0.21
H  -0.19435  -5.80385  1.43170  0.47
C  -2.67450  -0.65661  -0.65774  -0.42
N  -4.10938  -0.40231  -0.82976  0.12
C  -4.26446  0.66530  -1.82080  -0.66
N  -3.58504  1.90342  -1.42425  0.03
C  -2.15974  1.59603  -1.24506  -0.55
N  -1.95472  0.55327  -0.23440  0.52
C  -2.53138  1.00443  1.03321  -0.61
N  -3.96501  1.29939  0.90983  0.06
C  -4.63742  0.07924  0.44857  -0.69
C  -4.12529  2.32201  -0.12957  -0.66
H  -2.24777  -1.01162  -1.59979  0.06
H  -2.51836  -1.43037  0.09844  0.05
H  -5.33001  0.87225  -1.95227  0.34
H  -3.85040  0.32615  -2.77245  0.35
H  -1.63165  2.49789  -0.92342  0.08
H  -1.72585  1.25850  -2.18828  0.15
H  -2.00125  1.90589  1.35117  0.12
H  -2.38221  0.22086  1.78146  0.11
H  -5.70467  0.28736  0.33520  0.33
H  -4.50817  -0.70216  1.20040  0.35
H  -3.60938  3.23078  0.19034  0.33
H  -5.18976  2.54286  -0.24593  0.33
F  1.68431  0.12075  -4.48759  -0.27
C  1.82056  0.25466  -3.11168  -0.37
F  2.30756  -1.03641  -2.75240  -0.24
F  0.38381  0.04904  -2.73682  -0.25

[2]
ORCA calculation (ωB97M-V/def2-TZVPD) on a molecular structure, C9H12BN5PdS3Se4.

Results
Net charge: -2
Orbital gap (alpha / beta) (eV): 5.6 / 5.5
LUMO (alpha / beta) (eV): 4.614 / 4.381
HOMO energy (alpha / beta) (eV): -1.02 / -1.14
Energy relative to the best compared isomer or geometry (same formula, charge and spin) (kcal/mol): 1.0

Each line ends with the natural charge from an NBO analysis.
Cartesian coordinates (Å):
Pd  -1.68752  -0.15796  0.08551  0.46
Se  -3.31497  1.74688  0.51446  0.05
Se  -5.05405  1.84666  -0.92924  -0.55
Se  -5.51727  -1.20287  0.98288  -0.51
Se  -3.64718  -0.23904  1.78950  0.07
C  -1.72117  2.11427  -2.95636  -0.41
N  -0.53147  1.43981  -2.49127  -0.38
C  0.72534  1.99486  -2.38995  -0.10
C  1.55321  0.98674  -2.03950  -0.06
N  0.82693  -0.17573  -1.93581  -0.54
B  1.47111  -1.50751  -1.47250  0.19
N  1.65301  -1.44670  0.09018  -0.49
C  2.78874  -1.01305  0.72968  -0.06
C  2.58061  -1.06477  2.06809  -0.08
N  1.30330  -1.54156  2.24051  -0.36
C  0.62920  -1.72834  3.50646  -0.41
C  0.74343  -1.74199  1.03103  0.30
S  -0.88383  -2.24776  0.79130  -0.23
C  -0.47464  0.11263  -2.18686  0.24
S  -1.82181  -0.91723  -2.36091  -0.27
H  -1.42578  3.07929  -3.36786  0.18
H  -2.44152  2.25796  -2.14952  0.24
H  -2.20430  1.50911  -3.72240  0.22
H  0.89976  3.04672  -2.52262  0.21
H  2.60547  1.00652  -1.82036  0.21
H  0.78809  -2.44052  -1.77430  -0.01
H  2.59560  -1.55431  -1.93140  -0.08
H  3.64440  -0.69152  0.16499  0.21
H  3.17888  -0.75439  2.90470  0.22
H  1.13249  -1.11810  4.25229  0.22
H  0.62813  -2.78274  3.78749  0.19
H  -0.39815  -1.38189  3.40388  0.25
S  1.16441  1.95212  3.83538  -0.47
C  0.36470  1.46614  2.43259  0.14
N  -0.15316  1.14828  1.43992  -0.61

[3]
ORCA calculation (ωB97M-V/def2-TZVPD) on a molecular structure, C6H12N2.

Results
Net charge: 0
Orbital gap (alpha / beta) (eV): 7.9 / 7.9
LUMO (alpha / beta) (eV): 0.142 / 0.144
HOMO energy (alpha / beta) (eV): -7.77 / -7.77
Energy relative to the best compared isomer or geometry (same formula, charge and spin) (kcal/mol): 115.8

Each line ends with the natural charge from an NBO analysis.
Cartesian coordinates (Å):
C  0.60569  -0.40962  -1.23887  0.08
C  -0.53800  -0.60053  1.85557  -0.24
C  1.00339  0.51093  0.84406  -0.26
C  -0.58050  -1.05106  -0.68713  -0.55
C  0.42695  0.78939  -2.06897  -0.71
N  0.92241  -0.61521  1.75901  -0.65
C  -0.80443  0.02740  0.46179  0.30
N  -1.60563  1.05625  0.25666  -0.81
H  1.41339  -0.49354  2.63852  0.36
H  1.55586  -0.92228  -1.18238  0.22
H  -2.32494  0.84356  -0.43339  0.33
H  -0.99775  -1.58383  1.99493  0.19
H  -0.92320  0.10213  2.60403  0.19
H  1.97549  0.62616  0.36686  0.19
H  0.72990  1.49178  1.25008  0.19
H  -0.38596  -2.04152  -0.28365  0.23
H  -1.45976  -1.05552  -1.33313  0.22
H  1.36148  1.29431  -2.30931  0.22
H  -0.11627  0.56574  -2.99310  0.24
H  -0.25813  1.46546  -1.50158  0.27

[4]
ORCA calculation (ωB97M-V/def2-TZVPD) on a molecular structure, C24H23FeN2O.

Results
Net charge: -1
Spin multiplicity: 5
Orbital gap (alpha / beta) (eV): 3.3 / 4.0
LUMO (alpha / beta) (eV): 2.264 / 2.262
HOMO energy (alpha / beta) (eV): -0.99 / -1.79
Energy relative to the best compared isomer or geometry (same formula, charge and spin) (kcal/mol): 0.0

Each line ends with the natural charge from an NBO analysis.
Cartesian coordinates (Å):
C  -2.75168  -2.23847  2.12217  -0.35
C  -2.96178  -0.91642  1.56088  -0.35
C  -3.17407  0.00858  2.66317  -0.37
C  -3.09151  -0.74600  3.90241  -0.37
C  -2.83295  -2.13278  3.56601  -0.39
Fe  -1.30431  -0.89246  2.82451  0.93
C  0.57448  -0.93185  3.73432  -0.38
C  0.50368  -1.90398  2.60131  -0.37
C  0.21002  -1.20661  1.42676  -0.39
C  0.11131  0.25800  1.75792  -0.13
C  -0.04758  1.27403  0.83601  -0.38
C  0.22931  2.68491  1.04226  -0.04
C  -0.45484  3.64876  0.29470  -0.17
C  -0.12681  4.98255  0.38663  -0.24
C  0.90713  5.38244  1.21220  -0.30
C  1.60109  4.44614  1.95612  -0.22
C  1.26303  3.11373  1.88033  -0.24
C  0.33670  0.35459  3.24131  -0.42
H  -2.58588  -3.15655  1.55390  0.22
H  -2.92692  -0.66062  0.49855  0.23
H  -3.38372  1.07822  2.57256  0.24
H  -3.21189  -0.34327  4.90976  0.23
H  -2.79574  -2.96798  4.26834  0.22
H  0.76594  -1.18708  4.77979  0.22
H  0.62736  -2.98723  2.67841  0.21
H  0.09331  -1.63555  0.43117  0.22
H  -0.27662  0.97741  -0.17033  0.21
H  -1.24279  3.32700  -0.36360  0.19
H  -0.66796  5.71036  -0.19692  0.19
H  1.18718  6.42168  1.25938  0.19
H  2.42832  4.75291  2.57656  0.19
H  1.83323  2.37801  2.42118  0.21
H  0.29489  1.26977  3.83426  0.23
C  1.58291  -4.17485  -5.67729  -0.70
C  1.00763  -2.98632  -4.98542  0.68
O  -0.09392  -2.60649  -5.31972  -0.60
N  1.75058  -2.34052  -4.00358  -0.61
C  1.31494  -1.19321  -3.31078  0.17
C  2.18237  -0.39288  -2.58293  -0.29
C  1.70850  0.75781  -2.00016  0.06
N  0.45507  1.17742  -2.06915  -0.41
C  -0.37795  0.38654  -2.72330  0.05
C  -0.00317  -0.77418  -3.34985  -0.29
H  2.28969  -4.70996  -5.04458  0.21
H  0.77546  -4.85887  -5.94465  0.25
H  2.09153  -3.87110  -6.59253  0.24
H  2.70277  -2.65133  -3.83557  0.40
H  3.22066  -0.66230  -2.50373  0.20
H  2.38710  1.39101  -1.44561  0.20
H  -1.41105  0.70225  -2.76343  0.19
H  -0.71303  -1.35529  -3.90973  0.26

[5]
ORCA calculation (ωB97M-V/def2-TZVPD) on a molecular structure, C30H50F12O20.

Results
Net charge: -2
Orbital gap (eV): 3.6
LUMO (eV): 3.333
HOMO energy (eV): -0.28

Each line ends with the Mulliken charge.
Cartesian coordinates (Å):
O  -20.51396  21.99910  -11.44942  -0.10
C  -19.39797  22.68337  -11.83884  0.55
O  -19.22346  22.80625  -13.09370  -0.48
O  -18.67901  23.18145  -10.95283  -0.71
H  -20.34665  21.78931  -10.50489  0.22
O  -21.13530  18.53885  -8.73842  0.55
C  -20.32541  19.62013  -8.52570  -0.03
O  -19.12968  19.53002  -8.11333  -0.68
O  -20.74552  20.76985  -8.83764  -0.67
H  -21.73032  19.12098  -9.27694  -0.28
C  -18.34849  22.35923  -18.54622  -0.74
O  -19.31694  23.08416  -17.84558  -0.32
C  -20.62922  22.56302  -17.96438  -0.55
C  -20.77350  21.12878  -17.35361  -0.72
O  -20.24072  20.96425  -16.05739  -0.24
C  -20.85009  21.76223  -15.04806  -0.95
C  -20.49865  21.39210  -13.58338  -0.04
O  -20.76956  20.01549  -13.34602  -0.45
C  -20.34253  19.63944  -12.05545  0.00
H  -18.14637  21.36694  -18.13268  0.28
H  -17.40575  22.90541  -18.54711  0.25
H  -18.61796  22.20791  -19.59962  0.31
H  -20.91782  22.44759  -19.01627  0.39
H  -21.30899  23.30475  -17.55357  0.36
H  -20.33623  20.32558  -17.95132  0.39
H  -21.79684  20.72978  -17.31407  0.42
H  -21.91823  21.50411  -15.08265  0.33
H  -20.72363  22.82883  -15.23508  0.24
H  -21.21659  21.97872  -13.00839  -0.03
H  -19.45777  21.69410  -13.46407  0.61
H  -19.38625  20.08812  -11.76259  0.38
H  -19.83519  18.66438  -12.10511  0.26
H  -21.15822  19.64053  -11.33580  -0.40
C  -16.67110  19.53464  -5.08844  -0.61
O  -17.44839  20.63985  -4.72627  -0.33
C  -18.77310  20.42689  -4.27184  0.06
C  -19.30820  21.73786  -3.72903  -0.15
O  -18.94988  22.75606  -4.66569  -0.26
C  -19.82968  23.84632  -4.65017  -1.02
C  -20.99007  23.66712  -5.60287  0.72
O  -20.53498  23.56012  -6.93678  -0.30
C  -21.55426  23.68139  -7.91994  -0.30
H  -17.12985  18.98752  -5.92228  0.11
H  -16.52342  18.81910  -4.27120  0.33
H  -15.68813  19.68330  -5.53901  0.27
H  -18.69704  19.69856  -3.45633  0.42
H  -19.43037  20.08514  -5.07471  -0.31
H  -18.89580  22.01820  -2.75656  0.37
H  -20.38864  21.56895  -3.67181  0.02
H  -19.33874  24.80615  -4.83526  0.40
H  -20.22411  24.01341  -3.63538  0.38
H  -21.67289  24.50076  -5.39133  0.33
H  -21.49911  22.72508  -5.37057  -0.68
H  -20.93595  23.47625  -8.79415  0.06
H  -22.01241  24.66798  -8.07366  0.42
H  -22.40880  23.01148  -7.83412  -0.06
C  -21.73430  17.62993  -5.85912  -0.51
C  -20.59805  16.65470  -6.24500  0.53
O  -20.66898  15.42140  -5.56657  -0.44
C  -20.13550  15.36928  -4.32138  0.40
O  -19.21012  16.04577  -3.99101  -0.51
C  -20.54834  14.09166  -3.62289  0.84
F  -19.83422  13.07496  -4.10250  -0.24
F  -20.36141  14.14648  -2.29554  -0.27
F  -21.86297  13.85076  -3.76089  -0.25
H  -21.95931  17.54730  -4.79442  0.48
H  -22.67722  17.32028  -6.32248  0.32
H  -21.53724  18.64252  -6.20141  -0.51
H  -19.73427  17.26364  -5.97243  0.20
H  -20.55493  16.53718  -7.32424  -0.26
C  -21.97987  16.61960  -10.28540  0.22
C  -21.02968  15.41925  -10.58696  -0.88
O  -19.83952  15.48249  -9.79175  -0.32
C  -18.78916  16.05684  -10.38559  0.38
O  -18.66946  16.18694  -11.56890  -0.57
C  -17.74225  16.62441  -9.39442  1.04
F  -17.71850  17.93261  -9.56409  -0.16
F  -18.03715  16.31386  -8.12482  -0.27
F  -16.54591  16.09204  -9.62321  -0.32
H  -22.97059  16.31811  -9.92868  0.46
H  -21.95783  17.31743  -11.11367  -0.04
H  -21.79225  17.03992  -9.29106  -0.14
H  -20.77354  15.31597  -11.63821  0.44
H  -21.54726  14.50429  -10.30084  0.34
C  -23.74965  21.39729  -10.50781  0.33
C  -25.14520  20.76832  -10.74096  -0.65
O  -25.08906  19.37126  -11.11589  -0.27
C  -25.17893  19.09605  -12.40664  0.49
O  -25.35605  19.86619  -13.30773  -0.56
C  -25.14094  17.59186  -12.65396  0.85
F  -26.33778  17.17913  -13.06661  -0.29
F  -24.26076  17.29509  -13.61761  -0.26
F  -24.77341  16.91532  -11.56011  -0.22
H  -23.85498  22.46762  -10.33545  0.43
H  -23.02322  21.22765  -11.30166  -0.29
H  -23.37207  20.93610  -9.59513  -0.30
H  -25.72209  21.36215  -11.44646  0.41
H  -25.59448  20.86273  -9.75380  0.34
C  -24.50434  23.72727  -2.46380  -1.32
C  -24.04026  22.34256  -2.89562  -0.10
O  -24.02384  22.08542  -4.29768  -0.22
C  -23.53732  20.95516  -4.74486  0.23
O  -23.10213  20.06545  -4.06096  -0.63
C  -23.65992  20.83142  -6.27416  0.99
F  -24.30869  21.89197  -6.78593  -0.33
F  -22.45404  20.77009  -6.79162  0.04
F  -24.41520  19.75986  -6.56373  -0.28
H  -23.87741  24.56230  -2.76709  0.30
H  -24.73358  23.69073  -1.39833  0.39
H  -25.49986  23.98626  -2.84226  0.35
H  -24.65366  21.56177  -2.44668  0.36
H  -23.03556  22.27142  -2.47467  0.23

Q: Number 4 is which compound?
A: C24H23FeN2O

Q: Among the records above, which one has the highest net charge?
A: C6H12N2